Entry from the OMol25 dataset: a 15-piece molecular cluster, C51H102Cl6O32 overall at a distorted geometry (the ωB97M-V functional and the def2-TZVPD basis).

Computed properties:
* HOMO energy: -10.12 eV
* charge: 0
* F_max: 2.22 eV/A

Each line ends with the Löwdin charge.
Positions of all 191 atoms, in Å:
1 C 2.81758 -4.66873 1.52173  -0.941
2 Cl 3.72412 -3.15592 1.64462  0.607
3 Cl 3.11178 -5.67049 2.98389  0.514
4 H 1.76157 -4.42046 1.48057  0.022
5 H 3.10200 -5.29356 0.68301  0.026
6 C 1.11233 -1.51391 -3.95311  -1.025
7 Cl 2.52825 -1.57785 -4.98586  0.547
8 Cl -0.21772 -0.59675 -4.66435  0.622
9 H 0.83736 -2.52669 -3.66437  0.024
10 H 1.36592 -1.08992 -2.98216  0.026
11 C 4.46087 -2.39808 -2.26603  -1.034
12 Cl 3.52871 -3.86628 -2.62528  0.521
13 Cl 5.97201 -2.74189 -1.40628  0.576
14 H 4.71175 -1.78353 -3.12260  -0.021
15 H 3.80748 -1.80541 -1.63206  0.005
16 C 0.84074 3.19831 -6.37896  -0.054
17 C 0.32148 3.05819 -4.95620  -0.205
18 O -1.11462 2.88864 -5.07109  0.017
19 C -1.75488 2.37580 -4.03474  -0.653
20 O -1.26822 2.12219 -2.96380  0.099
21 O -3.02106 2.20584 -4.38549  0.018
22 C -3.93312 1.67249 -3.46042  -0.047
23 H 1.87887 3.52698 -6.34623  0.078
24 H 0.29427 3.95625 -6.93758  0.079
25 H 0.71096 2.22321 -6.84451  0.078
26 H 0.39501 3.95485 -4.33833  0.122
27 H 0.74654 2.19786 -4.44217  0.099
28 H -3.94982 2.21105 -2.50752  0.100
29 H -3.77808 0.61191 -3.25716  0.095
30 H -4.96472 1.80448 -3.78602  0.092
31 C -3.14729 -5.75950 2.96065  -0.060
32 C -2.76017 -4.37527 2.46376  -0.194
33 O -2.40780 -4.50027 1.07514  0.018
34 C -3.10875 -3.78704 0.18963  -0.631
35 O -3.96119 -2.97871 0.45104  0.110
36 O -2.71058 -3.97956 -1.05617  -0.018
37 C -2.14671 -5.21625 -1.47897  -0.011
38 H -4.04796 -6.07394 2.42971  0.082
39 H -3.43012 -5.75827 4.01354  0.078
40 H -2.33650 -6.47847 2.86006  0.078
41 H -1.81754 -4.06545 2.91989  0.125
42 H -3.52630 -3.62833 2.64790  0.122
43 H -2.17724 -5.30008 -2.56230  0.073
44 H -2.72903 -6.02611 -1.04119  0.104
45 H -1.08345 -5.28724 -1.24126  0.100
46 C 2.14679 -4.45403 6.72007  -0.060
47 C 3.00497 -3.54698 5.84994  -0.256
48 O 3.16092 -2.24887 6.37228  0.045
49 C 2.78437 -1.18649 5.64414  -0.612
50 O 2.31063 -1.24245 4.53208  0.098
51 O 3.11472 -0.10780 6.28716  0.041
52 C 2.90306 1.14022 5.63625  -0.010
53 H 2.31071 -4.28333 7.78407  0.079
54 H 2.41092 -5.47979 6.46254  0.073
55 H 1.07788 -4.31721 6.56240  0.074
56 H 2.70838 -3.60237 4.80360  0.071
57 H 4.00507 -3.99365 5.87225  0.120
58 H 3.32307 1.17871 4.62867  0.087
59 H 3.31805 1.98572 6.17197  0.081
60 H 1.82672 1.26869 5.50036  0.096
61 C -2.78615 -2.78994 -5.28356  -0.085
62 C -3.73265 -3.95584 -5.43056  -0.201
63 O -3.14011 -5.07516 -4.76246  0.028
64 C -3.73108 -6.24981 -4.88754  -0.612
65 O -4.66141 -6.49855 -5.61842  0.125
66 O -3.14062 -7.12279 -4.09363  -0.008
67 C -3.66069 -8.43453 -3.94204  -0.027
68 H -3.12151 -1.83677 -5.69025  0.073
69 H -1.94924 -3.06904 -5.93345  0.079
70 H -2.39478 -2.57398 -4.29093  0.054
71 H -3.86426 -4.21576 -6.48095  0.133
72 H -4.71564 -3.74333 -5.01125  0.102
73 H -2.91442 -9.09518 -4.39236  0.097
74 H -4.58818 -8.59393 -4.48544  0.094
75 H -3.69592 -8.67690 -2.88315  0.092
76 C -5.10553 -2.60328 -2.43307  -0.058
77 C -6.17934 -2.20729 -3.43322  -0.172
78 O -5.52797 -1.45684 -4.47523  0.010
79 C -6.24458 -0.65666 -5.23591  -0.628
80 O -7.44948 -0.57675 -5.25257  0.130
81 O -5.42044 0.00701 -6.02604  -0.016
82 C -5.89471 0.97580 -6.94695  -0.030
83 H -5.49756 -3.37310 -1.76712  0.090
84 H -4.69492 -1.80288 -1.83172  0.052
85 H -4.26041 -3.10534 -2.90449  0.055
86 H -6.95346 -1.57404 -3.00257  0.102
87 H -6.68466 -3.07000 -3.86660  0.130
88 H -6.59244 0.49692 -7.63164  0.100
89 H -5.02464 1.26516 -7.53630  0.095
90 H -6.23899 1.89146 -6.47067  0.100
91 C 3.99923 3.69248 2.32324  -0.052
92 C 3.73323 4.78296 3.34339  -0.187
93 O 3.67008 4.22440 4.65765  0.034
94 C 3.76673 5.03129 5.70412  -0.607
95 O 4.08258 6.18797 5.69192  0.144
96 O 3.46501 4.31527 6.78776  -0.016
97 C 3.30918 5.02929 8.00246  -0.043
98 H 3.62863 2.72309 2.64520  0.060
99 H 5.01987 3.62010 1.94811  0.076
100 H 3.45955 4.03749 1.43468  0.068
101 H 2.72206 5.15587 3.15257  0.113
102 H 4.36486 5.65307 3.16692  0.132
103 H 2.39633 5.62866 7.95349  0.101
104 H 4.04906 5.82165 8.14161  0.093
105 H 3.33461 4.36541 8.85735  0.094
106 C -6.31839 -0.11890 -0.40975  -0.052
107 C -7.38541 0.73146 -1.10645  -0.206
108 O -6.94375 2.06623 -1.23657  0.040
109 C -7.48874 2.98723 -0.44486  -0.599
110 O -8.37178 2.80488 0.35836  0.121
111 O -7.08985 4.18338 -0.83963  0.004
112 C -7.51726 5.34767 -0.15044  -0.038
113 H -5.33194 0.00895 -0.85398  0.063
114 H -6.54203 -1.18226 -0.35133  0.078
115 H -6.25403 0.25352 0.61670  0.084
116 H -8.33844 0.65521 -0.58555  0.125
117 H -7.53384 0.33311 -2.11254  0.108
118 H -7.35729 5.38221 0.92445  0.095
119 H -8.58120 5.46668 -0.36403  0.098
120 H -6.99017 6.16835 -0.63043  0.094
121 C 9.11611 -0.46130 0.81302  -0.047
122 C 7.62637 -0.33760 0.38054  -0.224
123 O 7.00044 0.64955 1.20510  0.022
124 C 6.39941 0.28880 2.37086  -0.620
125 O 6.02984 1.15936 3.10494  0.135
126 O 6.33169 -1.00775 2.52410  -0.019
127 C 5.81740 -1.52243 3.75516  -0.027
128 H 9.24466 -0.96837 1.77175  0.071
129 H 9.52017 0.54457 0.89518  0.081
130 H 9.65627 -1.10511 0.11740  0.073
131 H 7.09846 -1.28651 0.37553  0.051
132 H 7.68645 0.04081 -0.63723  0.088
133 H 5.74351 -2.60448 3.73817  0.080
134 H 4.81254 -1.15993 3.97421  0.076
135 H 6.49750 -1.16461 4.52840  0.112
136 O 0.84401 -2.07754 -0.05820  0.090
137 C 0.10469 -1.19658 0.28713  -0.511
138 O 0.40655 -0.22441 1.17579  -0.007
139 C 1.65482 -0.31607 1.85251  -0.242
140 C 2.81593 0.33366 1.12723  -0.042
141 C -1.32665 -1.12354 -0.13314  0.033
142 H 1.82109 -1.34337 2.15524  0.062
143 H 1.51438 0.26388 2.76518  0.098
144 H 2.43562 1.30521 0.79882  0.075
145 H 3.05847 -0.21796 0.21231  0.066
146 H 3.73608 0.41409 1.70230  0.067
147 H -1.97378 -1.52666 0.64895  0.091
148 H -1.34913 -1.76333 -1.01737  0.088
149 H -1.80506 -0.19866 -0.43158  0.071
150 O -0.50116 5.46553 3.04561  0.098
151 C -0.03835 4.37047 2.82576  -0.563
152 O 0.39439 3.96416 1.64601  -0.030
153 C 0.40483 4.81279 0.49672  -0.204
154 C 0.74193 3.93824 -0.68766  -0.047
155 C 0.06733 3.29264 3.89372  0.043
156 H 1.15793 5.57529 0.71604  0.125
157 H -0.57224 5.28601 0.38931  0.123
158 H -0.02698 3.17748 -0.82540  0.065
159 H 1.73512 3.50795 -0.58477  0.059
160 H 0.72156 4.49860 -1.62552  0.078
161 H 0.37707 2.35778 3.42474  0.070
162 H -0.91012 3.13698 4.34335  0.084
163 H 0.83527 3.59881 4.60274  0.081
164 O -2.91663 3.80006 0.84181  0.120
165 C -2.81721 2.93958 1.66636  -0.530
166 O -3.25019 2.94110 2.93842  -0.029
167 C -3.85896 4.15190 3.42205  -0.211
168 C -4.52589 3.76036 4.73421  -0.063
169 C -2.15957 1.57857 1.40594  0.027
170 H -4.51329 4.57502 2.66237  0.118
171 H -3.09881 4.90903 3.63142  0.115
172 H -3.83659 3.21551 5.37438  0.075
173 H -5.39190 3.13344 4.50791  0.077
174 H -4.91587 4.63305 5.25935  0.077
175 H -1.67114 1.27156 2.32942  0.083
176 H -1.35251 1.68424 0.68525  0.069
177 H -2.87430 0.84519 1.05008  0.076
178 O 4.45244 0.61261 -2.56393  0.089
179 C 5.32262 1.36040 -2.20150  -0.516
180 O 6.61886 1.29009 -2.55574  -0.019
181 C 7.02762 0.33159 -3.51882  -0.229
182 C 8.55198 0.28236 -3.51012  -0.052
183 C 5.08733 2.57142 -1.34554  0.036
184 H 6.72578 0.56959 -4.54305  0.130
185 H 6.55919 -0.63715 -3.33017  0.083
186 H 8.89670 -0.38851 -4.29923  0.082
187 H 8.95711 -0.06983 -2.56382  0.063
188 H 8.93766 1.26304 -3.78676  0.082
189 H 6.04072 3.06937 -1.19323  0.092
190 H 4.65179 2.28419 -0.38553  0.070
191 H 4.31447 3.21589 -1.75956  0.089